No. 1
Here is a cluster of 3 separate species, C2H11NO2S2 in total in a non-equilibrium geometry from the Open Molecules 2025 dataset. Energies are from the ωB97M-V functional and the def2-TZVPD basis.

```
! wB97M-V def2-TZVPD RIJCOSX def2/J DEFGRID3
* xyz 0 1
N -1.580 -0.219 1.881
C -1.816 -1.353 1.084
C -0.552 -1.787 0.209
S -0.654 -2.111 -1.559
S -1.631 -0.482 -2.333
H -2.418 0.006 2.420
H -1.038 0.520 1.621
H -1.987 -2.079 1.778
H -2.602 -1.180 0.360
H 0.190 -0.976 0.368
H -0.214 -2.703 0.738
H -0.780 0.526 -1.879
H 2.487 2.105 0.542
H 3.938 2.292 0.841
O 3.257 2.763 0.453
H 1.626 2.310 -2.039
H 1.883 0.946 -2.680
O 1.892 1.424 -1.807
*
```

Calculated values
- LUMO energy: 0.4 eV
- Calculated total energy: -1084.35921 Eh
- Energy above the lowest of the compared OMol25 structures with the same formula, charge and spin: 28.6 kcal per mole
- HOMO energy: -0.31925 Ha
- Frontier orbital gap: 9.1 eV
- Structure (SMILES): NCCSS.O.O

***

No. 2
Here is a cluster of 4 separate species, C2H11NO3 in total in a non-equilibrium geometry from the Open Molecules 2025 dataset. Energies are from the ωB97M-V functional and the def2-TZVPD basis.

```
! wB97M-V def2-TZVPD RIJCOSX def2/J DEFGRID3
* xyz 0 1
C 1.294 -1.756 0.337
C -0.692 -0.342 0.176
N 0.108 -1.151 -0.322
H 1.160 -2.693 0.900
H 1.583 -0.873 0.884
H 2.149 -1.904 -0.309
H -1.468 0.108 -0.442
H -0.671 0.074 1.172
H -0.006 -1.748 -2.370
H -0.099 -0.908 -3.692
O -0.548 -1.562 -3.147
H 2.126 0.588 -2.117
H 3.093 1.819 -2.004
O 2.518 1.320 -2.597
H -3.808 2.781 5.242
H -3.530 3.038 3.699
O -3.208 3.208 4.589
*
```

Calculated values
- LUMO energy: 0.6 eV
- Calculated total energy: -363.20755 Eh
- Energy above the lowest of the compared OMol25 structures with the same formula, charge and spin: 41.9 kcal per mole
- HOMO energy: -0.35100 Ha
- Frontier orbital gap: 10.1 eV
- Structure (SMILES): C=NC.O.O.O

***

No. 3
Here is a cluster of 4 separate species, C2H11NO3 in total in a non-equilibrium geometry from the Open Molecules 2025 dataset. Energies are from the ωB97M-V functional and the def2-TZVPD basis.

```
! wB97M-V def2-TZVPD RIJCOSX def2/J DEFGRID3
* xyz 0 1
C -3.155 0.808 -0.394
C -3.485 -0.355 0.244
N -1.753 -0.717 0.380
H -3.362 1.814 -0.008
H -2.679 0.757 -1.371
H -3.809 -0.279 1.268
H -1.950 -0.881 1.376
H -1.863 -1.581 -0.123
H -0.046 1.851 -0.799
H -0.502 0.365 -0.705
O 0.153 0.964 -1.069
H 2.814 -0.757 0.130
H 1.516 -0.258 -0.587
O 2.067 -1.046 -0.405
H 5.112 -0.375 0.817
H 4.457 0.769 1.760
O 4.353 0.170 1.026
*
```

Calculated values
- LUMO energy: -0.1 eV
- Calculated total energy: -363.11162 Eh
- Energy above the lowest of the compared OMol25 structures with the same formula, charge and spin: 102.1 kcal per mole
- HOMO energy: -0.33169 Ha
- Frontier orbital gap: 8.9 eV
- Structure (SMILES): C=CN.O.O.O

***

No. 4
Here is a cluster of 4 separate species, C2H11NO3 in total in a non-equilibrium geometry from the Open Molecules 2025 dataset. Energies are from the ωB97M-V functional and the def2-TZVPD basis.

```
! wB97M-V def2-TZVPD RIJCOSX def2/J DEFGRID3
* xyz 0 1
C 0.040 -1.169 -1.409
C -2.207 -1.359 -0.700
N -1.315 -0.671 -1.236
H 0.271 -0.810 -2.406
H 0.833 -0.885 -0.721
H 0.089 -2.270 -1.406
H -3.205 -0.948 -0.541
H -2.160 -2.439 -0.481
H 6.849 1.005 0.261
H 5.404 0.576 -0.008
O 6.292 0.206 0.174
H -0.490 1.430 2.065
H 0.066 0.090 2.450
O -0.717 0.503 2.099
H -3.125 1.219 1.058
H -2.549 1.388 -0.239
O -3.012 1.928 0.409
*
```

Calculated values
- LUMO energy: 0.4 eV
- Calculated total energy: -363.22022 Eh
- Energy above the lowest of the compared OMol25 structures with the same formula, charge and spin: 34.0 kcal per mole
- HOMO energy: -0.35879 Ha
- Frontier orbital gap: 10.2 eV
- Structure (SMILES): C=NC.O.O.O

***

No. 5
Here is a cluster of 4 separate species, C2H11NO3 in total in a non-equilibrium geometry from the Open Molecules 2025 dataset. Energies are from the ωB97M-V functional and the def2-TZVPD basis.

```
! wB97M-V def2-TZVPD RIJCOSX def2/J DEFGRID3
* xyz 0 1
C -1.288 1.127 -0.573
C -2.118 0.085 -0.309
N -1.858 -1.225 -0.447
H -0.400 1.206 -1.167
H -1.190 2.013 0.015
H -3.136 0.460 -0.335
H -1.035 -1.604 -1.160
H -2.069 -1.973 0.131
H 0.415 0.849 2.876
H 0.264 0.893 1.370
O 0.934 0.791 2.077
H 2.328 0.756 -0.036
H 3.496 0.530 -1.038
O 2.508 0.386 -0.961
H 1.730 -1.102 -0.507
H 0.561 -1.471 0.507
O 0.860 -1.720 -0.444
*
```

Calculated values
- LUMO energy: 0.5 eV
- Calculated total energy: -363.16302 Eh
- Energy above the lowest of the compared OMol25 structures with the same formula, charge and spin: 69.9 kcal per mole
- HOMO energy: -0.28837 Ha
- Frontier orbital gap: 8.3 eV
- Structure (SMILES): C=CN.O.O.O

***

No. 6
Here is a cluster of 4 separate species, C2H11NO3 in total from the Open Molecules 2025 dataset. Energies are from the ωB97M-V functional and the def2-TZVPD basis.

```
! wB97M-V def2-TZVPD RIJCOSX def2/J DEFGRID3
* xyz 0 1
C -0.452 -1.055 -0.737
C -0.019 1.227 -0.647
N -0.679 0.270 -0.148
H 0.593 -1.355 -0.681
H -0.768 -1.061 -1.780
H -1.055 -1.788 -0.210
H -0.213 2.230 -0.269
H 0.748 1.071 -1.404
H -4.108 0.567 0.316
H -2.694 0.315 -0.236
O -3.633 0.122 -0.391
H 0.647 -0.090 1.600
H 1.346 -0.467 2.908
O 1.524 -0.206 1.994
H 2.590 -0.209 0.390
H 3.813 -0.591 -0.458
O 2.938 -0.194 -0.517
*
```

Calculated values
- LUMO energy: 0.7 eV
- Calculated total energy: -363.24467 Eh
- Energy above the lowest of the compared OMol25 structures with the same formula, charge and spin: 18.7 kcal per mole
- HOMO energy: -0.37718 Ha
- Frontier orbital gap: 10.9 eV
- Structure (SMILES): C=NC.O.O.O

***

No. 7
Here is a cluster of 4 separate species, C2H11NO4 in total in a non-equilibrium geometry from the Open Molecules 2025 dataset. Energies are from the ωB97M-V functional and the def2-TZVPD basis.

```
! wB97M-V def2-TZVPD RIJCOSX def2/J DEFGRID3
* xyz 0 1
C -1.187 0.948 -0.033
N -1.603 -0.334 -0.109
C -1.151 -1.419 0.771
O -1.496 1.952 -0.657
H -0.175 1.091 0.394
H -2.599 -0.421 -0.292
H -0.064 -1.385 0.837
H -1.558 -1.168 1.770
H -1.556 -2.367 0.451
H 1.939 0.865 -1.187
H 2.250 -0.578 -0.860
O 1.909 0.216 -0.469
H 0.517 1.479 -2.932
H -0.787 0.823 -2.293
O -0.024 0.712 -2.873
H 1.838 -0.405 3.239
H 2.049 -0.213 1.726
O 1.696 0.206 2.517
*
```

Calculated values
- LUMO energy: 0.5 eV
- Calculated total energy: -438.49406 Eh
- Energy above the lowest of the compared OMol25 structures with the same formula, charge and spin: 39.8 kcal per mole
- HOMO energy: -0.35544 Ha
- Frontier orbital gap: 10.2 eV
- Structure (SMILES): CNC=O.O.O.O

***

No. 8
Here is a cluster of 4 separate species, C2H11O4 in total in a non-equilibrium geometry from the Open Molecules 2025 dataset. Energies are from the ωB97M-V functional and the def2-TZVPD basis.

```
! wB97M-V def2-TZVPD RIJCOSX def2/J DEFGRID3
* xyz -1 1
C 0.028 -0.986 -0.133
O 0.538 0.246 0.233
C -1.455 -0.929 -0.588
H 0.510 -1.577 -0.993
H 0.205 -1.797 0.771
H -1.839 -1.923 -0.626
H -2.038 -0.366 0.155
H -1.670 -0.491 -1.604
H -1.643 1.631 -1.184
H -0.167 1.386 -0.902
O -0.769 1.939 -1.352
H -0.929 1.258 2.643
H 0.314 0.542 1.733
O 0.032 0.935 2.677
H 3.716 -0.243 0.000
H 2.080 0.206 -0.214
O 3.087 0.170 -0.615
*
```

Calculated values
- LUMO energy: 4.0 eV
- Calculated total energy: -383.77645 Eh
- Energy above the lowest of the compared OMol25 structures with the same formula, charge and spin: 18.4 kcal per mole
- HOMO energy: -0.17559 Ha
- Frontier orbital gap: 8.8 eV

***

No. 9
Here is a structure of composition C2H12F6K4O12S2 in a non-equilibrium geometry from the Open Molecules 2025 dataset. Energies are from the ωB97M-V functional and the def2-TZVPD basis.

```
! wB97M-V def2-TZVPD RIJCOSX def2/J DEFGRID3
* xyz 2 1
K -5.482 -1.481 3.511
K 0.396 -4.082 1.921
K -1.165 -1.218 -3.713
K -4.758 -1.037 -1.652
C -2.577 -0.754 1.727
F -3.279 -1.927 1.709
F -3.455 0.238 1.739
F -1.864 -0.721 2.838
S -1.412 -0.771 0.183
O -0.655 -2.047 0.218
O -2.285 -0.664 -1.012
O -0.600 0.386 0.425
C 3.681 3.824 -0.563
F 4.462 4.459 -1.418
F 4.463 3.306 0.392
F 2.803 4.679 -0.041
S 2.748 2.403 -1.364
O 3.780 1.580 -1.984
O 2.001 1.793 -0.264
O 1.846 3.033 -2.341
O -0.550 1.546 -2.522
H -0.999 2.313 -2.890
H 0.060 1.934 -1.870
O -3.164 -3.220 4.340
H -2.219 -3.358 4.449
H -3.505 -4.077 4.054
O -0.938 3.286 0.277
H -0.803 2.337 0.158
H -0.043 3.650 0.314
O 1.167 -0.765 -2.136
H 1.468 -1.143 -1.294
H 0.658 0.012 -1.877
O 2.294 -0.815 0.464
H 2.022 0.115 0.633
H 2.118 -1.284 1.282
O 1.213 -4.185 -1.044
H 2.027 -3.671 -1.140
H 0.550 -3.670 -1.513
*
```

Calculated values
- LUMO energy: -7.2 eV
- Calculated total energy: -4781.24220 Eh
- HOMO energy: -0.43455 Ha
- Frontier orbital gap: 4.6 eV

***

No. 10
Here is a cluster of 3 separate species, C2H12N2O2 in total in a non-equilibrium geometry from the Open Molecules 2025 dataset. Energies are from the ωB97M-V functional and the def2-TZVPD basis.

```
! wB97M-V def2-TZVPD RIJCOSX def2/J DEFGRID3
* xyz 0 1
C -0.904 -0.029 -0.893
C -0.933 -1.511 -0.943
N -0.903 -2.326 0.290
N 0.504 0.464 -0.771
H -1.328 0.521 -1.819
H -1.743 0.071 -0.239
H -1.825 -1.974 -1.432
H 0.117 -1.801 -1.385
H -0.330 -1.972 1.028
H -1.738 -2.591 0.769
H 0.376 1.464 -1.001
H 0.888 0.440 -1.709
H 3.798 2.590 -4.622
H 2.487 3.278 -4.548
O 3.245 3.072 -4.004
H -1.393 0.638 6.404
H -0.920 -0.420 5.328
O -1.318 -0.318 6.205
*
```

Calculated values
- LUMO energy: 0.6 eV
- Calculated total energy: -343.30403 Eh
- Energy above the lowest of the compared OMol25 structures with the same formula, charge and spin: 55.9 kcal per mole
- HOMO energy: -0.33164 Ha
- Frontier orbital gap: 9.6 eV
- Structure (SMILES): NCCN.O.O